Record 1
{"formula": "C17H36O13S4", "method": "ωB97M-V with the def2-TZVPD basis set", "elements": ["C", "C", "O", "C", "O", "O", "H", "H", "H", "H", "C", "C", "O", "C", "O", "O", "H", "H", "H", "H", "C", "C", "O", "C", "O", "O", "H", "H", "H", "H", "C", "S", "O", "C", "H", "H", "H", "H", "H", "H", "C", "S", "O", "C", "H", "H", "H", "H", "H", "H", "C", "S", "O", "C", "H", "H", "H", "H", "H", "H", "C", "S", "O", "C", "H", "H", "H", "H", "H", "H"], "xyz": [[-8.453, 32.605, -11.152], [-8.093, 33.649, -10.093], [-8.311, 34.867, -10.807], [-9.062, 34.639, -11.906], [-9.504, 35.484, -12.602], [-9.303, 33.329, -12.033], [-8.921, 31.738, -10.686], [-7.591, 32.229, -11.702], [-7.018, 33.608, -9.933], [-8.765, 33.583, -9.240], [-6.686, 30.409, -7.304], [-5.515, 31.386, -7.276], [-6.156, 32.650, -7.119], [-7.436, 32.480, -6.803], [-8.219, 33.340, -6.554], [-7.739, 31.167, -6.706], [-6.452, 29.470, -6.807], [-7.066, 30.193, -8.307], [-4.883, 31.421, -8.162], [-4.811, 31.167, -6.468], [-11.304, 29.416, -7.090], [-11.609, 28.087, -7.848], [-10.877, 28.153, -9.049], [-10.011, 29.169, -8.943], [-8.973, 29.269, -9.523], [-10.494, 30.098, -8.067], [-10.798, 29.227, -6.156], [-12.282, 29.880, -6.984], [-12.668, 27.971, -8.060], [-11.362, 27.317, -7.110], [-15.263, 26.126, -8.175], [-15.438, 27.655, -9.190], [-14.465, 27.390, -10.306], [-17.083, 27.341, -9.808], [-16.070, 26.246, -7.450], [-14.254, 26.207, -7.788], [-15.390, 25.234, -8.780], [-17.359, 28.037, -10.603], [-17.837, 27.485, -9.031], [-17.197, 26.350, -10.251], [-10.130, 31.887, -4.045], [-10.434, 30.276, -3.189], [-11.524, 29.723, -4.087], [-8.905, 29.486, -3.799], [-10.424, 31.741, -5.076], [-9.174, 32.304, -3.738], [-10.877, 32.483, -3.511], [-8.778, 28.418, -3.645], [-8.047, 30.002, -3.362], [-8.929, 29.722, -4.864], [-6.888, 27.543, -12.231], [-5.690, 28.903, -11.957], [-6.434, 30.166, -11.703], [-5.158, 28.300, -10.310], [-6.396, 26.574, -12.137], [-7.349, 27.668, -13.208], [-7.657, 27.567, -11.457], [-5.984, 28.383, -9.601], [-4.427, 29.049, -10.005], [-4.780, 27.282, -10.334], [-15.499, 31.742, -7.479], [-15.507, 30.842, -5.870], [-15.150, 29.418, -6.168], [-14.008, 31.664, -5.175], [-16.456, 31.442, -7.902], [-14.726, 31.336, -8.131], [-15.383, 32.808, -7.311], [-13.188, 31.481, -5.863], [-13.764, 31.336, -4.169], [-14.323, 32.709, -5.117]], "homo_energy_ha": -0.323, "gap_ev": 8.98, "e_above_lowest_ev": 0.4847}



Record 2
{"formula": "C17H37N2O3", "method": "ωB97M-V with the def2-TZVPD basis set", "elements": ["O", "C", "O", "O", "H", "C", "C", "C", "N", "C", "C", "C", "C", "C", "H", "H", "H", "H", "H", "H", "H", "H", "H", "H", "H", "H", "H", "H", "H", "H", "H", "H", "C", "C", "C", "N", "C", "C", "C", "C", "C", "H", "H", "H", "H", "H", "H", "H", "H", "H", "H", "H", "H", "H", "H", "H", "H", "H", "H"], "xyz": [[-1.590, 3.107, -0.225], [-0.440, 3.114, -0.861], [0.394, 3.913, -0.461], [-0.183, 2.290, -1.798], [-1.183, 3.788, 0.316], [-0.736, 3.843, 4.420], [0.025, 2.843, 3.521], [0.219, 1.448, 4.205], [0.802, 0.367, 3.183], [1.928, 0.860, 2.368], [-0.316, 0.079, 2.177], [-0.498, -1.528, 2.222], [-0.027, -1.901, 3.637], [1.162, -1.003, 3.848], [-1.790, 3.589, 4.538], [-0.903, 4.835, 3.999], [-0.223, 3.889, 5.380], [1.019, 3.215, 3.270], [-0.325, 2.892, 2.490], [-0.701, 0.937, 4.486], [0.862, 1.524, 5.082], [1.771, 1.762, 1.776], [2.127, -0.029, 1.770], [2.772, 0.929, 3.055], [-0.123, 0.385, 1.149], [-1.180, 0.674, 2.471], [0.240, -1.859, 1.491], [-1.523, -1.894, 2.164], [0.230, -2.959, 3.583], [-0.727, -1.587, 4.412], [2.096, -1.364, 3.416], [1.295, -0.804, 4.911], [-3.371, -0.270, -4.681], [-2.307, -1.074, -4.005], [-0.939, -0.413, -3.676], [0.162, -1.219, -2.871], [-0.316, -1.453, -1.368], [0.575, -2.536, -3.483], [1.812, -2.963, -2.799], [2.626, -1.669, -2.755], [1.565, -0.538, -2.783], [-2.907, 0.270, -5.507], [-3.787, 0.548, -4.093], [-4.167, -0.915, -5.053], [-2.066, -1.945, -4.615], [-2.723, -1.403, -3.052], [-1.024, 0.520, -3.119], [-0.517, -0.111, -4.635], [0.531, -1.907, -0.854], [-1.213, -2.068, -1.449], [-0.562, -0.479, -0.946], [-0.242, -3.214, -3.238], [0.630, -2.280, -4.541], [1.651, -3.478, -1.851], [2.331, -3.652, -3.466], [3.264, -1.599, -1.874], [3.231, -1.686, -3.661], [1.600, 0.136, -1.927], [1.691, 0.044, -3.695]], "homo_energy_ha": [-0.623, -0.623], "gap_ev": [11.92, 7.54], "spin_multiplicity": 2, "total_charge": 2}



Record 3
{"formula": "C17H37N2OPRbS4Sb3", "method": "ωB97M-V with the def2-TZVPD basis set", "elements": ["Rb", "C", "Sb", "C", "C", "C", "C", "C", "C", "C", "C", "C", "Sb", "C", "C", "H", "H", "H", "H", "H", "H", "H", "H", "H", "H", "H", "H", "H", "H", "H", "H", "H", "H", "H", "H", "N", "C", "C", "N", "H", "H", "H", "H", "H", "H", "H", "H", "S", "Sb", "S", "S", "S", "C", "P", "C", "C", "O", "H", "H", "H", "H", "H", "H", "H", "H", "H"], "xyz": [[-1.160, 0.137, -0.897], [1.425, -3.360, 2.406], [1.179, -1.442, 1.440], [0.855, -0.394, 3.285], [3.302, -0.983, 1.358], [3.983, -1.546, 0.144], [4.181, -2.927, 0.086], [4.787, -3.545, -0.995], [5.213, -2.758, -2.059], [5.042, -1.389, -2.007], [4.433, -0.738, -0.921], [4.299, 0.732, -0.972], [2.643, 1.661, -2.335], [1.703, -0.257, -2.662], [1.608, 2.206, -0.515], [1.684, -4.118, 1.669], [0.485, -3.642, 2.881], [2.210, -3.298, 3.161], [1.634, -0.636, 4.010], [-0.118, -0.684, 3.684], [0.837, 0.681, 3.105], [3.716, -1.398, 2.280], [3.362, 0.101, 1.415], [3.855, -3.529, 0.928], [4.921, -4.620, -1.009], [5.683, -3.214, -2.923], [5.383, -0.775, -2.834], [5.198, 1.159, -1.422], [4.170, 1.186, 0.009], [2.335, -0.840, -3.333], [0.741, -0.090, -3.150], [1.597, -0.820, -1.731], [2.292, 2.834, 0.061], [1.396, 1.314, 0.084], [0.695, 2.754, -0.753], [-1.974, 1.520, 1.727], [-2.054, 2.393, 2.893], [-1.229, 3.643, 2.641], [0.178, 3.295, 2.438], [-2.225, 2.049, 0.885], [-2.607, 0.730, 1.799], [-1.654, 1.861, 3.763], [-3.082, 2.704, 3.132], [-1.312, 4.302, 3.511], [-1.660, 4.168, 1.778], [0.690, 4.125, 2.161], [0.230, 2.684, 1.627], [0.583, 2.927, -3.841], [-1.776, 2.754, -3.496], [-2.351, 0.484, -3.835], [-2.148, 3.245, -1.216], [-3.017, 4.126, -4.850], [-5.929, -1.689, 0.356], [-4.505, -1.147, -0.629], [-4.635, -2.003, -2.203], [-4.792, 0.572, -1.016], [-3.221, -1.431, 0.099], [-6.866, -1.514, -0.173], [-5.931, -1.130, 1.293], [-5.823, -2.751, 0.581], [-5.617, -1.840, -2.650], [-4.451, -3.070, -2.073], [-3.880, -1.563, -2.863], [-5.820, 0.728, -1.348], [-4.113, 0.864, -1.829], [-4.580, 1.203, -0.152]], "homo_energy_ha": -0.043, "gap_ev": 4.63, "total_charge": -2, "e_above_lowest_ev": 0.6803}



Record 4
{"formula": "C17H37N4OPSi", "method": "ωB97M-V with the def2-TZVPD basis set", "elements": ["C", "O", "C", "C", "C", "C", "C", "C", "C", "C", "C", "C", "Si", "P", "N", "H", "H", "H", "H", "H", "H", "H", "H", "H", "H", "H", "H", "H", "H", "H", "H", "H", "H", "H", "H", "H", "H", "H", "H", "H", "H", "H", "H", "C", "C", "N", "H", "H", "H", "C", "C", "N", "H", "H", "H", "C", "C", "N", "H", "H", "H"], "xyz": [[1.787, 1.562, -0.477], [1.300, 0.642, -1.551], [-0.138, 0.928, -1.679], [-1.091, -0.384, -1.919], [-0.706, -1.295, -3.227], [0.680, -2.159, -3.092], [0.680, -3.287, -1.896], [2.121, -3.222, -1.116], [2.127, -3.864, 0.392], [1.631, -2.849, 1.582], [0.428, -1.818, 1.159], [0.140, -0.631, 2.301], [-1.267, -1.208, 3.483], [-2.880, 0.307, 3.633], [-2.282, 1.794, 3.361], [1.332, 1.301, 0.578], [2.953, 1.556, -0.357], [1.399, 2.659, -0.732], [-0.255, 1.735, -2.526], [-0.491, 1.458, -0.672], [-1.198, -1.096, -0.990], [-2.188, 0.039, -2.122], [-1.652, -1.983, -3.446], [-0.586, -0.565, -4.145], [1.639, -1.482, -3.029], [0.790, -2.769, -4.113], [-0.261, -3.137, -1.216], [0.590, -4.376, -2.356], [2.581, -2.121, -1.160], [2.879, -3.883, -1.760], [3.266, -4.126, 0.636], [1.573, -4.923, 0.404], [1.184, -3.543, 2.444], [2.527, -2.263, 2.111], [0.650, -1.222, 0.159], [-0.573, -2.444, 0.991], [-0.308, 0.281, 1.673], [1.139, -0.319, 2.824], [-1.894, -2.476, 3.062], [-0.651, -1.469, 4.793], [-3.995, 0.029, 2.720], [-3.371, 0.233, 5.002], [-2.429, 2.344, 4.255], [2.020, 6.032, -1.191], [0.907, 5.194, -1.799], [-0.016, 4.500, -2.304], [2.513, 5.473, -0.391], [2.759, 6.283, -1.957], [1.608, 6.957, -0.778], [-1.699, -5.573, 5.717], [-1.715, -4.177, 5.117], [-1.729, -3.018, 4.620], [-2.466, -5.655, 6.492], [-1.899, -6.315, 4.939], [-0.721, -5.777, 6.160], [-1.526, 7.148, -5.045], [-0.373, 7.738, -4.249], [0.583, 8.227, -3.589], [-1.299, 7.185, -6.114], [-1.687, 6.107, -4.752], [-2.440, 7.717, -4.855]], "homo_energy_ha": -0.281, "gap_ev": 7.99}



Record 5
{"formula": "C17H38BNO34S9", "method": "ωB97M-V with the def2-TZVPD basis set", "elements": ["C", "N", "C", "B", "O", "O", "S", "O", "O", "C", "S", "O", "O", "H", "H", "H", "H", "H", "H", "H", "H", "H", "H", "C", "C", "O", "S", "O", "O", "O", "H", "H", "H", "H", "C", "C", "O", "S", "O", "O", "O", "H", "H", "H", "H", "C", "C", "O", "S", "O", "O", "O", "H", "H", "H", "H", "C", "C", "O", "S", "O", "O", "O", "H", "H", "H", "H", "C", "C", "O", "S", "O", "O", "O", "H", "H", "H", "H", "C", "C", "O", "S", "O", "O", "O", "H", "H", "H", "H", "C", "C", "O", "S", "O", "O", "O", "H", "H", "H", "H"], "xyz": [[8.447, -6.185, 2.789], [8.322, -5.072, 1.789], [9.535, -4.178, 1.927], [7.080, -4.259, 1.983], [7.242, -2.929, 2.551], [5.814, -4.836, 1.548], [4.683, -4.933, 2.789], [4.481, -3.611, 3.493], [3.207, -5.168, 1.931], [2.126, -5.432, 2.851], [0.479, -4.807, 2.186], [0.224, -3.350, 2.511], [0.334, -4.983, 0.693], [7.525, -6.346, 3.451], [8.744, -7.147, 2.203], [9.380, -5.948, 3.444], [10.506, -4.769, 1.712], [9.507, -3.278, 1.195], [9.630, -3.814, 3.023], [7.023, -2.923, 3.517], [2.280, -4.911, 3.861], [2.024, -6.582, 2.960], [-0.554, -5.537, 2.798], [-1.514, -2.461, -0.137], [-2.634, -3.473, 0.048], [-3.812, -2.811, -0.414], [-3.411, -1.794, -1.616], [-3.667, -2.452, -2.866], [-3.924, -0.495, -1.297], [-1.807, -1.792, -1.365], [-1.518, -1.718, 0.665], [-0.534, -2.936, -0.186], [-2.749, -3.781, 1.088], [-2.475, -4.356, -0.578], [8.666, -0.724, 7.503], [9.945, -1.021, 6.736], [9.963, -2.441, 6.581], [8.437, -2.979, 6.460], [8.128, -3.145, 5.066], [8.245, -4.019, 7.427], [7.694, -1.637, 6.985], [8.790, -0.928, 8.571], [8.334, 0.307, 7.367], [10.836, -0.680, 7.264], [9.920, -0.572, 5.739], [-2.197, 3.299, 1.145], [-1.718, 2.272, 2.161], [-2.876, 1.505, 2.487], [-3.843, 1.422, 1.180], [-3.591, 0.178, 0.509], [-5.157, 1.851, 1.560], [-3.139, 2.609, 0.323], [-2.715, 4.128, 1.635], [-1.379, 3.692, 0.538], [-1.298, 2.735, 3.055], [-0.979, 1.596, 1.720], [-5.085, 2.871, -2.254], [-4.948, 2.603, -3.745], [-5.426, 3.789, -4.383], [-5.084, 5.066, -3.439], [-3.873, 5.671, -3.919], [-6.292, 5.808, -3.226], [-4.735, 4.245, -2.082], [-6.119, 2.739, -1.923], [-4.430, 2.234, -1.659], [-5.525, 1.734, -4.067], [-3.899, 2.466, -4.027], [-6.974, 5.209, -8.916], [-7.849, 6.080, -8.027], [-8.512, 5.168, -7.152], [-7.532, 3.903, -6.864], [-6.859, 4.126, -5.611], [-8.251, 2.696, -7.157], [-6.473, 4.179, -8.063], [-7.562, 4.738, -9.709], [-6.150, 5.769, -9.361], [-8.574, 6.661, -8.598], [-7.243, 6.755, -7.415], [6.772, 4.804, 6.663], [7.020, 4.140, 5.317], [8.404, 3.793, 5.325], [8.853, 3.440, 6.845], [8.814, 2.012, 7.005], [10.002, 4.227, 7.173], [7.560, 4.067, 7.599], [7.123, 5.840, 6.664], [5.719, 4.778, 6.948], [6.794, 4.801, 4.479], [6.440, 3.218, 5.219], [-10.894, 0.174, -7.587], [-9.602, -0.139, -8.327], [-9.595, -1.558, -8.479], [-11.125, -2.081, -8.632], [-11.407, -2.246, -10.028], [-11.349, -3.116, -7.666], [-11.864, -0.728, -8.123], [-10.795, -0.029, -6.517], [-11.213, 1.207, -7.732], [-8.720, 0.195, -7.781], [-9.602, 0.308, -9.326]], "homo_energy_ha": -0.339, "gap_ev": 8.80}



Record 6
{"formula": "C17H38IMnN5O11P4S", "method": "ωB97M-V with the def2-TZVPD basis set", "elements": ["Mn", "O", "P", "O", "O", "O", "P", "O", "O", "O", "H", "H", "C", "N", "C", "P", "O", "O", "P", "O", "N", "C", "C", "N", "C", "C", "N", "C", "C", "H", "H", "H", "H", "H", "H", "H", "H", "H", "H", "H", "H", "H", "H", "H", "H", "H", "H", "H", "H", "H", "H", "H", "H", "I", "C", "C", "C", "C", "N", "C", "H", "H", "H", "H", "O", "S", "C", "C", "C", "C", "H", "H", "H", "H", "H", "H", "H", "H"], "xyz": [[-0.689, -1.082, -0.959], [-3.525, -2.938, -2.144], [-2.096, -3.095, -2.850], [-2.120, -3.497, -4.238], [-1.386, -1.766, -2.510], [-1.394, -4.211, -1.895], [-0.621, -4.002, -0.513], [-1.263, -5.037, 0.463], [0.836, -4.161, -0.639], [-1.037, -2.594, 0.011], [-4.176, -3.457, -2.622], [-2.112, -5.423, 0.239], [0.942, 1.523, -1.967], [1.655, 2.068, -0.821], [1.503, 3.516, -0.725], [1.662, 1.154, 0.569], [1.103, -0.211, 0.417], [0.722, 1.987, 1.666], [-0.886, 1.742, 1.556], [-1.176, 1.071, 0.261], [-1.361, 0.825, 2.863], [-0.857, -0.537, 2.931], [-1.405, 1.447, 4.178], [-1.541, 3.248, 1.634], [-0.926, 4.412, 2.236], [-2.944, 3.377, 1.300], [3.179, 1.127, 1.201], [4.063, 2.276, 1.154], [3.432, 0.204, 2.295], [1.179, 2.135, -2.837], [-0.156, 1.533, -1.822], [1.270, 0.499, -2.150], [2.033, 3.976, -1.559], [1.925, 3.884, 0.205], [0.451, 3.811, -0.769], [-0.705, -0.944, 1.928], [-1.582, -1.143, 3.476], [0.098, -0.574, 3.466], [-1.832, 2.444, 4.113], [-0.412, 1.515, 4.631], [-2.037, 0.837, 4.822], [0.096, 4.182, 2.524], [-1.482, 4.735, 3.121], [-0.927, 5.233, 1.515], [-3.304, 2.427, 0.911], [-3.076, 4.152, 0.543], [-3.534, 3.648, 2.178], [3.978, 2.756, 0.184], [5.088, 1.925, 1.285], [3.847, 3.005, 1.941], [2.790, -0.666, 2.174], [3.263, 0.665, 3.271], [4.475, -0.110, 2.248], [-5.626, -1.531, 2.326], [-4.690, -0.805, 0.599], [-5.367, -0.046, -0.345], [-4.651, 0.410, -1.441], [-3.304, 0.097, -1.553], [-2.667, -0.636, -0.639], [-3.344, -1.084, 0.409], [-6.419, 0.170, -0.237], [-5.130, 0.997, -2.211], [-2.717, 0.423, -2.405], [-2.801, -1.700, 1.113], [0.938, -1.657, -1.590], [2.214, -2.431, -1.282], [3.551, -1.247, -1.792], [4.611, -2.248, -2.208], [3.938, -3.138, -3.256], [2.499, -3.394, -2.804], [3.826, -0.616, -0.952], [3.218, -0.644, -2.633], [4.904, -2.853, -1.347], [5.508, -1.767, -2.597], [4.484, -4.072, -3.361], [3.949, -2.636, -4.222], [2.304, -4.432, -2.558], [1.743, -3.050, -3.507]], "homo_energy_ha": [-0.526, -0.526], "gap_ev": [4.31, 6.80], "spin_multiplicity": 4, "total_charge": 2}